(1)
# C4H10N

A 2-piece molecular cluster, C4H10N overall at a distorted geometry (the ωB97M-V functional and the def2-TZVPD basis, the Open Molecules 2025 dataset).

Output
- Relative energy (zero: lowest compared OMol25 entry of this formula, charge and spin): 161.5 kcal per mole

Structure (ORCA input):
```
! wB97M-V def2-TZVPD RIJCOSX def2/J DEFGRID3
* xyz 1 1
C 2.14638 -0.76830 0.81008
C 2.15194 -0.07513 -0.61583
C 0.99821 0.91972 -0.41193
C -0.20407 0.48183 -0.08895
N -4.23186 -0.25187 -0.01471
H 0.98570 -0.83844 0.80583
H 2.19965 -0.07074 1.64413
H 2.65043 -1.68073 1.01620
H 1.97310 -0.73975 -1.48464
H 3.04940 0.53829 -0.80772
H 1.30980 1.95165 -0.31748
H -0.73470 1.02366 0.71349
H -3.22641 -0.31599 0.28150
H -4.76539 -0.44911 0.84702
H -4.37334 -1.00448 -0.75552
*
```

***

(2)
# C4H10N

An isolated ion of composition C4H10N and charge +1 at a distorted geometry (the ωB97M-V functional and the def2-TZVPD basis, the Open Molecules 2025 dataset).

Output
- Structure (SMILES): C=C([NH3+])CC
- Relative energy (zero: lowest compared OMol25 entry of this formula, charge and spin): 25.2 kcal per mole

Structure (ORCA input):
```
! wB97M-V def2-TZVPD RIJCOSX def2/J DEFGRID3
* xyz 1 1
C -0.43440 1.37723 -1.07996
C -0.59460 -0.13322 -0.91252
C -0.04606 -0.65233 0.38637
C -0.54324 -1.40856 1.34009
N 1.36369 -0.10479 0.71108
H -1.21116 1.92045 -0.53895
H 0.56074 1.79231 -0.93174
H -0.71968 1.70740 -2.08546
H -1.66739 -0.30975 -0.85347
H -0.19585 -0.70824 -1.73843
H -1.46638 -1.94365 1.14589
H -0.06104 -1.67751 2.26286
H 1.62869 -0.18715 1.69001
H 1.35303 0.89883 0.51605
H 2.03365 -0.57101 0.08819
*
```

***

(3)
# C4H10N

An isolated ion of composition C4H10N and charge +1 at a distorted geometry (the ωB97M-V functional and the def2-TZVPD basis, the Open Molecules 2025 dataset).

Output
- Structure (SMILES): C=C[NH+](C)C
- Relative energy (zero: lowest compared OMol25 entry of this formula, charge and spin): 62.3 kcal per mole

Structure (ORCA input):
```
! wB97M-V def2-TZVPD RIJCOSX def2/J DEFGRID3
* xyz 1 1
C 0.95339 1.91726 -0.34412
C 0.40180 0.94123 0.36438
C 0.65749 -1.02248 -0.70832
C -1.41811 -0.89657 0.90785
N -0.35550 -0.13626 -0.26466
H 1.64752 2.64303 0.09911
H 0.75046 2.17851 -1.36606
H 0.34890 0.96589 1.45001
H 0.33178 -1.56966 -1.68983
H 1.56291 -0.37729 -0.93775
H 0.93061 -1.80357 0.00512
H -1.02947 -1.88059 1.15053
H -1.40004 -0.17040 1.79239
H -2.36383 -0.99502 0.47619
H -1.01792 0.20592 -0.93485
*
```

***

Let's list frontier orbital gap in order: 4.069, 11.524, 11.623 eV.